{"formula": "C45H49FeN3O4S", "method": "ωB97M-V/def2-TZVPD", "lumo_ev": [3.954, 3.954], "e_homo_ev": [0.26, -2.05], "spin_multiplicity": 5, "total_charge": -2, "molar_mass_g_mol": 783.8, "symbols": ["Fe", "C", "C", "C", "C", "C", "C", "C", "S", "O", "O", "N", "C", "C", "O", "O", "H", "H", "H", "H", "H", "H", "H", "H", "H", "C", "C", "C", "C", "C", "C", "C", "C", "C", "C", "C", "C", "N", "C", "C", "N", "C", "C", "C", "C", "C", "C", "C", "C", "C", "C", "C", "C", "C", "C", "C", "C", "C", "C", "C", "C", "C", "C", "H", "H", "H", "H", "H", "H", "H", "H", "H", "H", "H", "H", "H", "H", "H", "H", "H", "H", "H", "H", "H", "H", "H", "H", "H", "H", "H", "H", "H", "H", "H", "H", "H", "H", "H", "H", "H", "H", "H", "H"], "coordinates": [[-0.392, 0.112, -0.067], [-6.268, 4.209, 4.316], [-5.263, 3.282, 3.679], [-4.155, 2.834, 4.388], [-3.248, 1.953, 3.814], [-3.441, 1.522, 2.515], [-4.529, 1.973, 1.781], [-5.434, 2.847, 2.370], [-2.318, 0.350, 1.816], [-0.950, 0.740, 2.202], [-2.452, 0.566, 0.348], [-2.804, -0.976, 2.358], [-1.775, -2.032, 2.487], [-1.261, -2.600, 1.159], [-1.328, -3.806, 0.942], [-0.723, -1.740, 0.356], [-5.886, 4.625, 5.250], [-7.197, 3.680, 4.543], [-6.518, 5.038, 3.652], [-3.995, 3.181, 5.403], [-2.378, 1.607, 4.362], [-4.633, 1.657, 0.749], [-6.283, 3.209, 1.796], [-2.205, -2.855, 3.047], [-0.900, -1.658, 3.033], [0.740, -2.043, -3.072], [2.163, -1.496, -2.895], [3.035, -1.871, -4.089], [2.715, -1.961, -1.557], [3.541, -3.078, -1.478], [3.953, -3.588, -0.254], [3.504, -2.992, 0.912], [2.677, -1.871, 0.875], [2.215, -1.208, 2.160], [1.893, -2.217, 3.262], [3.247, -0.179, 2.627], [2.327, -1.321, -0.365], [1.582, -0.116, -0.389], [2.099, 0.972, -0.977], [1.194, 2.084, -1.229], [-0.091, 1.872, -0.911], [-1.021, 2.949, -0.822], [-2.078, 3.021, -1.751], [-3.052, 4.003, -1.588], [-2.994, 4.922, -0.551], [-1.938, 4.856, 0.341], [-0.946, 3.881, 0.232], [0.165, 3.869, 1.278], [1.078, 5.093, 1.142], [-0.386, 3.800, 2.707], [-2.209, 2.128, -2.987], [-2.361, 0.623, -2.745], [-1.078, 2.385, -3.993], [1.923, 3.144, -1.853], [1.624, 4.425, -2.377], [2.657, 5.157, -2.958], [3.973, 4.679, -3.050], [4.308, 3.388, -2.548], [5.579, 2.746, -2.579], [5.734, 1.457, -2.050], [4.683, 0.735, -1.484], [3.406, 1.340, -1.440], [3.261, 2.660, -1.962], [0.282, -1.648, -3.986], [0.105, -1.782, -2.227], [0.758, -3.136, -3.133], [2.105, -0.408, -2.880], [3.054, -2.953, -4.259], [4.063, -1.520, -3.952], [2.636, -1.404, -4.992], [3.864, -3.569, -2.388], [4.605, -4.453, -0.213], [3.800, -3.408, 1.869], [1.301, -0.665, 1.934], [2.788, -2.750, 3.600], [1.166, -2.956, 2.915], [1.468, -1.700, 4.128], [4.190, -0.671, 2.893], [2.880, 0.367, 3.504], [3.454, 0.546, 1.834], [-3.871, 4.049, -2.300], [-3.769, 5.672, -0.435], [-1.890, 5.568, 1.159], [0.768, 2.976, 1.116], [0.513, 6.013, 1.338], [1.519, 5.165, 0.150], [1.894, 5.034, 1.872], [-1.005, 4.672, 2.939], [0.446, 3.783, 3.419], [-0.980, 2.899, 2.855], [-3.138, 2.455, -3.460], [-1.418, 0.180, -2.425], [-2.646, 0.134, -3.682], [-3.112, 0.399, -1.985], [-0.114, 2.068, -3.590], [-1.000, 3.445, -4.247], [-1.263, 1.822, -4.916], [0.625, 4.840, -2.321], [2.433, 6.141, -3.357], [4.738, 5.291, -3.517], [6.429, 3.255, -3.024], [6.717, 0.998, -2.084], [4.855, -0.261, -1.089]]}

***

{"formula": "C45H50CaCl3F3GeI2N5O4P2SSi2", "method": "ωB97M-V/def2-TZVPD", "lumo_ev": [2.979, 2.282], "e_homo_ev": [-2.94, -3.51], "spin_multiplicity": 2, "de_lowest_kcal_mol": 67.9, "total_charge": -2, "molar_mass_g_mol": 1405.0, "symbols": ["Ca", "C", "Si", "C", "C", "N", "P", "C", "P", "N", "Si", "C", "C", "C", "C", "C", "C", "C", "C", "C", "C", "C", "C", "C", "C", "C", "C", "C", "C", "C", "C", "C", "C", "C", "C", "C", "C", "C", "H", "H", "H", "H", "H", "H", "H", "H", "H", "H", "H", "H", "H", "H", "H", "H", "H", "H", "H", "H", "H", "H", "H", "H", "H", "H", "H", "H", "H", "H", "H", "H", "H", "H", "H", "H", "H", "H", "C", "O", "H", "H", "H", "I", "I", "Cl", "Ge", "Cl", "Cl", "F", "C", "F", "F", "S", "O", "O", "O", "N", "C", "C", "C", "C", "C", "C", "N", "C", "C", "C", "C", "N", "C", "C", "H", "H", "H", "H", "H", "H", "H", "H", "H"], "coordinates": [[-18.009, 6.748, 6.753], [-15.964, 3.891, 8.798], [-17.717, 4.229, 9.344], [-18.190, 2.624, 10.222], [-17.719, 5.554, 10.738], [-18.630, 4.757, 7.954], [-20.155, 4.481, 7.554], [-20.690, 5.620, 6.291], [-20.051, 5.442, 4.677], [-18.512, 5.591, 4.654], [-17.494, 5.496, 3.276], [-18.420, 5.359, 1.731], [-16.257, 4.079, 3.566], [-16.721, 7.234, 2.835], [-20.605, 3.908, 3.850], [-19.749, 2.840, 3.670], [-20.137, 1.557, 3.237], [-21.476, 1.340, 3.047], [-22.343, 2.396, 3.191], [-21.995, 3.638, 3.638], [-20.871, 6.834, 3.766], [-20.399, 8.103, 4.129], [-20.725, 9.155, 3.372], [-21.469, 9.104, 2.201], [-21.873, 7.919, 1.725], [-21.572, 6.716, 2.571], [-20.396, 2.650, 7.114], [-21.624, 2.133, 6.923], [-21.803, 0.840, 6.546], [-20.735, 0.035, 6.266], [-19.417, 0.561, 6.404], [-19.296, 1.906, 6.818], [-21.300, 4.618, 8.948], [-21.729, 3.484, 9.588], [-22.702, 3.508, 10.575], [-23.106, 4.710, 11.093], [-22.440, 5.824, 10.589], [-21.566, 5.805, 9.506], [-15.386, 3.491, 9.639], [-15.355, 4.802, 8.515], [-15.865, 3.212, 7.957], [-17.222, 2.181, 10.730], [-18.729, 1.800, 9.625], [-18.820, 3.000, 11.011], [-17.036, 6.375, 10.490], [-17.412, 5.067, 11.713], [-18.777, 6.030, 10.957], [-17.981, 5.201, 0.827], [-19.173, 6.052, 1.620], [-18.959, 4.546, 1.754], [-16.661, 3.163, 3.273], [-16.028, 4.037, 4.583], [-15.350, 4.237, 3.217], [-17.317, 8.129, 2.576], [-16.284, 7.144, 1.877], [-15.947, 7.736, 3.397], [-18.766, 2.966, 4.152], [-19.327, 0.807, 3.239], [-21.905, 0.309, 2.911], [-23.484, 2.298, 3.005], [-22.737, 4.396, 3.853], [-19.764, 8.313, 5.057], [-20.344, 10.198, 3.730], [-21.598, 10.133, 1.754], [-22.570, 7.787, 0.813], [-21.968, 5.730, 2.274], [-22.551, 2.688, 7.119], [-22.897, 0.610, 6.367], [-20.865, -1.028, 6.075], [-18.507, -0.014, 6.193], [-18.282, 2.391, 6.862], [-21.464, 2.479, 9.220], [-22.959, 2.563, 11.028], [-23.771, 4.813, 11.869], [-22.787, 6.774, 11.080], [-21.107, 6.754, 9.125], [-14.452, 6.346, 6.216], [-15.544, 7.050, 6.696], [-14.468, 5.367, 6.251], [-13.692, 6.584, 6.843], [-14.141, 6.739, 5.300], [-14.953, 9.247, 6.482], [-15.032, 12.012, 5.522], [-19.888, 1.694, 16.612], [-19.973, 3.911, 15.903], [-20.896, 4.810, 17.747], [-21.978, 3.632, 14.911], [-16.847, 10.055, 9.243], [-18.138, 9.938, 9.577], [-18.649, 11.201, 9.624], [-18.095, 9.404, 10.780], [-19.149, 8.917, 8.534], [-20.457, 9.491, 8.642], [-18.482, 9.018, 7.256], [-19.045, 7.560, 9.115], [-26.176, 7.974, 4.186], [-26.946, 8.956, 3.631], [-27.892, 8.966, 2.592], [-28.528, 10.265, 2.136], [-28.023, 11.437, 2.773], [-27.131, 11.369, 3.823], [-26.514, 10.162, 4.228], [-25.474, 10.003, 5.012], [-25.250, 8.603, 5.060], [-24.279, 7.810, 5.666], [-24.208, 6.399, 5.556], [-23.133, 5.657, 5.919], [-21.985, 6.258, 6.418], [-22.086, 7.607, 6.722], [-23.201, 8.364, 6.461], [-25.651, 7.209, 3.784], [-28.318, 8.090, 2.032], [-29.411, 10.451, 1.532], [-28.377, 12.499, 2.604], [-26.623, 12.249, 4.141], [-25.262, 5.781, 5.445], [-23.222, 4.594, 6.083], [-21.176, 8.035, 7.219], [-23.080, 9.441, 6.736]]}

***

{"formula": "C45H50N5O8", "method": "ωB97M-V/def2-TZVPD", "lumo_ev": -2.401, "e_homo_ev": -9.97, "de_lowest_kcal_mol": 90.0, "total_charge": 1, "molar_mass_g_mol": 788.9, "symbols": ["C", "C", "N", "C", "C", "N", "C", "C", "H", "H", "H", "H", "H", "H", "H", "H", "H", "H", "H", "N", "C", "C", "C", "C", "C", "H", "H", "H", "H", "H", "N", "C", "C", "C", "C", "C", "H", "H", "H", "H", "H", "N", "C", "C", "C", "C", "C", "H", "H", "H", "H", "H", "C", "C", "C", "C", "C", "C", "O", "O", "H", "H", "H", "H", "H", "H", "C", "C", "C", "C", "C", "C", "O", "O", "H", "H", "H", "H", "H", "H", "C", "C", "C", "C", "C", "C", "O", "O", "H", "H", "H", "H", "H", "H", "C", "C", "C", "C", "C", "C", "O", "O", "H", "H", "H", "H", "H", "H"], "coordinates": [[-27.295, -1.893, -20.345], [-28.800, -1.509, -20.282], [-29.269, -0.568, -19.343], [-29.327, 0.799, -19.535], [-29.782, 1.557, -18.404], [-30.032, 0.457, -17.480], [-29.730, -0.757, -18.068], [-30.753, 0.713, -16.166], [-27.068, -0.804, -20.619], [-27.275, -2.584, -21.138], [-26.906, -2.120, -19.503], [-29.235, -2.433, -20.244], [-29.086, -1.384, -21.274], [-28.875, 0.973, -20.524], [-29.985, 2.536, -18.478], [-29.970, -1.696, -17.591], [-31.068, 1.639, -15.905], [-30.074, 0.120, -15.678], [-31.675, 0.514, -16.343], [-30.302, 4.520, -16.017], [-31.615, 4.749, -15.733], [-32.131, 5.039, -14.507], [-31.219, 5.131, -13.372], [-29.788, 4.985, -13.727], [-29.419, 4.814, -15.126], [-32.399, 4.594, -16.594], [-33.073, 4.936, -14.082], [-31.674, 5.227, -12.337], [-28.927, 5.026, -12.975], [-28.231, 4.712, -15.358], [-27.639, -2.262, -15.533], [-26.667, -1.392, -15.040], [-26.770, -0.772, -13.800], [-27.869, -1.076, -13.029], [-28.933, -1.896, -13.446], [-28.653, -2.606, -14.638], [-25.946, -1.058, -15.642], [-25.855, -0.323, -13.207], [-27.970, -0.566, -12.062], [-29.913, -2.081, -12.727], [-29.436, -3.077, -15.192], [-27.759, -1.065, -24.085], [-26.423, -1.337, -24.488], [-25.834, -1.011, -25.698], [-26.705, -0.537, -26.770], [-28.064, -0.215, -26.424], [-28.509, -0.527, -25.038], [-25.857, -1.892, -23.621], [-24.845, -0.987, -25.757], [-26.439, -0.400, -27.841], [-28.948, 0.309, -26.936], [-29.504, -0.526, -24.830], [-28.374, 3.566, -22.311], [-28.209, 3.997, -20.880], [-29.077, 4.957, -20.357], [-29.871, 5.798, -21.203], [-29.949, 5.456, -22.607], [-29.389, 4.326, -23.182], [-29.459, 4.114, -24.448], [-29.156, 5.301, -18.998], [-27.575, 3.068, -22.604], [-27.858, 3.319, -20.119], [-30.186, 6.668, -20.710], [-30.401, 6.261, -23.329], [-30.247, 4.434, -24.887], [-29.730, 5.965, -18.972], [-28.834, -6.761, -16.282], [-30.005, -6.067, -16.850], [-29.684, -4.801, -17.487], [-28.321, -4.390, -17.565], [-27.257, -5.157, -17.056], [-27.533, -6.298, -16.325], [-26.572, -7.015, -15.708], [-30.587, -4.001, -17.930], [-29.356, -7.555, -15.756], [-31.028, -6.231, -16.688], [-27.973, -3.578, -18.055], [-26.123, -4.984, -17.281], [-26.736, -7.888, -15.711], [-31.390, -3.623, -17.588], [-33.951, 3.691, -19.114], [-33.267, 2.375, -19.375], [-33.352, 1.402, -18.347], [-34.127, 1.628, -17.192], [-34.648, 2.925, -16.951], [-34.622, 3.954, -17.913], [-35.338, 5.104, -17.705], [-32.787, 0.164, -18.638], [-33.800, 4.279, -20.017], [-32.537, 2.144, -20.334], [-34.123, 0.948, -16.403], [-35.377, 2.948, -16.178], [-34.946, 5.686, -18.511], [-33.065, -0.608, -17.917], [-26.006, 1.763, -17.677], [-26.832, 2.168, -16.573], [-26.176, 2.327, -15.249], [-24.802, 2.001, -15.161], [-24.085, 1.450, -16.209], [-24.748, 1.297, -17.464], [-24.022, 0.919, -18.493], [-26.765, 2.781, -14.111], [-26.374, 1.572, -18.756], [-27.873, 2.612, -16.598], [-24.263, 2.130, -14.214], [-22.954, 1.281, -16.061], [-23.438, 0.271, -18.170], [-26.294, 3.197, -13.502]]}

***

{"formula": "C45H51BrFN3O5S3SbSr", "method": "ωB97M-V/def2-TZVPD", "lumo_ev": [3.369, 3.369], "e_homo_ev": [-1.12, -1.98], "spin_multiplicity": 2, "de_lowest_kcal_mol": 9.9, "total_charge": -2, "molar_mass_g_mol": 1118.4, "symbols": ["Sr", "C", "C", "C", "C", "C", "C", "C", "C", "C", "C", "C", "C", "C", "C", "C", "C", "C", "H", "H", "H", "H", "H", "H", "H", "H", "H", "H", "H", "H", "H", "H", "H", "H", "H", "H", "H", "H", "H", "H", "H", "H", "H", "H", "H", "H", "H", "C", "O", "C", "C", "C", "Br", "C", "C", "C", "O", "C", "N", "C", "C", "C", "C", "C", "C", "N", "H", "H", "H", "H", "H", "H", "H", "H", "H", "H", "H", "S", "Sb", "S", "S", "C", "C", "C", "C", "C", "C", "C", "F", "C", "C", "C", "O", "C", "C", "N", "C", "C", "O", "O", "H", "H", "H", "H", "H", "H", "H", "H", "H", "H", "H"], "coordinates": [[0.563, -0.401, -0.132], [-1.022, -0.512, -2.665], [-1.991, -1.221, -1.913], [-1.465, -2.554, -1.712], [-0.186, -2.570, -2.322], [0.084, -1.330, -2.934], [1.170, -1.091, -3.968], [2.553, -1.492, -3.453], [1.194, 0.370, -4.421], [0.848, -1.953, -5.206], [-2.101, -3.867, -1.204], [-1.252, -5.071, -1.652], [-3.493, -4.117, -1.797], [-2.200, -4.005, 0.321], [-3.395, -0.602, -1.709], [-3.363, 0.934, -1.774], [-4.073, -0.957, -0.385], [-4.323, -1.007, -2.876], [-1.126, 0.514, -2.978], [0.445, -3.442, -2.416], [2.849, -0.912, -2.578], [3.311, -1.342, -4.231], [2.572, -2.549, -3.174], [1.351, 1.043, -3.578], [0.251, 0.637, -4.904], [2.003, 0.525, -5.142], [0.849, -3.014, -4.947], [1.587, -1.787, -5.998], [-0.143, -1.704, -5.592], [-1.169, -5.115, -2.740], [-1.722, -5.995, -1.301], [-0.245, -5.030, -1.238], [-3.480, -3.998, -2.883], [-4.241, -3.441, -1.387], [-3.815, -5.137, -1.561], [-1.202, -4.048, 0.743], [-2.708, -4.941, 0.583], [-2.727, -3.183, 0.799], [-2.682, 1.369, -1.050], [-4.372, 1.315, -1.584], [-3.071, 1.285, -2.766], [-3.436, -0.694, 0.461], [-4.323, -2.014, -0.311], [-5.009, -0.397, -0.288], [-3.879, -0.668, -3.815], [-5.299, -0.520, -2.765], [-4.486, -2.078, -2.961], [1.860, -3.842, 0.539], [0.899, -2.918, 1.055], [0.436, -3.136, 2.298], [0.858, -4.141, 3.141], [0.271, -4.264, 4.401], [0.869, -5.654, 5.550], [-0.713, -3.416, 4.827], [-1.156, -2.392, 3.972], [-0.588, -2.253, 2.709], [-0.959, -1.317, 1.833], [-2.187, -1.449, 4.379], [-2.641, -0.485, 3.616], [-3.586, 0.189, 4.363], [-4.361, 1.296, 4.033], [-5.237, 1.770, 4.992], [-5.343, 1.163, 6.251], [-4.575, 0.063, 6.593], [-3.698, -0.409, 5.626], [-2.795, -1.453, 5.608], [1.427, -4.846, 0.525], [2.776, -3.801, 1.128], [2.090, -3.500, -0.464], [1.640, -4.820, 2.838], [-1.134, -3.542, 5.815], [-1.642, -0.729, 2.254], [-4.261, 1.760, 3.061], [-5.853, 2.632, 4.772], [-6.039, 1.569, 6.974], [-4.655, -0.399, 7.569], [-2.596, -2.087, 6.358], [5.390, 2.040, 1.561], [4.114, 0.129, 1.768], [1.910, 0.588, 2.377], [3.989, -1.295, -0.068], [2.335, 6.465, 1.611], [3.141, 6.267, 0.332], [4.630, 6.346, 0.646], [5.454, 6.107, -0.607], [5.119, 4.749, -1.151], [6.059, 3.967, -1.781], [5.730, 2.688, -2.207], [6.702, 1.958, -2.806], [4.491, 2.154, -2.012], [3.515, 2.944, -1.395], [2.190, 2.339, -1.149], [2.066, 1.129, -1.382], [1.184, 3.238, -0.654], [1.586, 4.476, -0.256], [2.840, 4.971, -0.307], [3.826, 4.232, -0.957], [-0.289, 2.926, -0.379], [-1.043, 3.900, -0.241], [-0.619, 1.707, -0.317], [2.728, 7.335, 2.141], [2.436, 5.590, 2.255], [1.276, 6.639, 1.430], [2.895, 7.064, -0.382], [4.871, 5.586, 1.395], [4.835, 7.327, 1.080], [6.522, 6.166, -0.392], [5.232, 6.888, -1.345], [7.073, 4.324, -1.917], [4.257, 1.129, -2.269], [0.820, 5.109, 0.167]]}

***

Which formula does entry 3 have?
C45H50N5O8

***

Which formula does entry 3 have?
C45H50N5O8